1.
# C4H4N2O2

One molecule with the formula C4H4N2O2 in a non-equilibrium geometry (ωB97M-V with the def2-TZVPD basis set, the OMol25 dataset).

Properties
Gap between HOMO and LUMO: 9.1 eV
Lowest unoccupied orbital energy: 1.009 eV
SMILES: C1=CN2C=CON2O1
Max |F|: 2.54 eV/Å

Cartesian coordinates (Å):
C: -0.061 -1.210 -0.609
C: -0.098 1.183 -0.403
C: 0.814 -1.844 0.180
C: 0.879 1.827 0.213
N: 0.503 0.023 -1.029
N: 1.911 0.014 -0.604
O: 2.001 -1.146 0.345
O: 2.064 1.175 0.135
H: -1.009 -1.623 -0.878
H: -1.132 1.339 -0.412
H: 0.913 -2.766 0.803
H: 0.786 2.731 0.686

***

2.
# C7H28InN14O7

C7H28InN14O7 as an isolated structure in a non-equilibrium geometry (ωB97M-V with the def2-TZVPD basis set, the OMol25 dataset).

Properties
Gap between HOMO and LUMO: 4.3 eV
Total charge: +3
Lowest unoccupied orbital energy: -13.255 eV
Max |F|: 3.34 eV/Å

Cartesian coordinates (Å):
In: -0.755 -0.674 0.291
C: 1.903 -0.461 -2.707
O: 1.369 -0.678 -1.605
N: 2.005 -1.342 -3.724
N: 2.370 0.791 -2.972
H: 1.752 -2.314 -3.738
H: 2.442 -1.005 -4.567
H: 2.897 0.908 -3.820
H: 2.340 1.414 -2.185
C: -1.414 1.532 -2.886
O: -0.992 1.141 -1.777
N: -1.168 0.950 -4.075
N: -2.241 2.601 -2.916
H: -1.723 1.195 -4.875
H: -0.588 0.130 -4.110
H: -2.516 2.963 -2.020
H: -2.627 2.981 -3.762
C: -0.422 1.167 3.776
O: -0.596 0.296 2.896
N: -0.502 2.500 3.521
N: -0.018 0.773 4.997
H: -1.219 2.785 2.873
H: -0.358 3.125 4.300
H: 0.214 -0.205 5.009
H: 0.344 1.336 5.748
C: 2.741 -1.358 0.858
O: 1.834 -0.638 1.351
N: 3.904 -0.893 0.355
N: 2.608 -2.697 0.852
H: 4.585 -1.587 0.100
H: 4.040 0.070 0.114
H: 1.841 -3.029 1.424
H: 3.264 -3.413 0.589
C: -0.424 -3.545 3.009
O: -0.033 -2.757 2.090
N: -0.049 -3.353 4.284
N: -1.278 -4.549 2.686
H: 0.632 -2.639 4.469
H: -0.135 -4.196 4.833
H: -1.314 -4.721 1.695
H: -1.288 -5.322 3.336
C: -4.334 -0.084 -1.455
O: -3.370 -0.327 -0.720
N: -4.988 1.110 -1.413
N: -4.902 -0.980 -2.316
H: -4.806 1.655 -0.588
H: -5.797 1.338 -1.963
H: -4.505 -1.891 -2.456
H: -5.420 -0.506 -3.037
C: 1.666 2.552 0.162
O: 0.674 1.817 0.308
N: 1.660 3.571 -0.729
N: 2.847 2.268 0.755
H: 2.500 3.995 -1.089
H: 0.815 3.940 -1.128
H: 3.719 2.672 0.460
H: 2.816 1.584 1.493

***

3.
# C22H39FGaN8O

C22H39FGaN8O as an isolated structure (ωB97M-V with the def2-TZVPD basis set, the OMol25 dataset).

Properties
Gap between HOMO and LUMO: 6.1 eV
Total charge: -1
Lowest unoccupied orbital energy: 1.387 eV
Max |F|: 0.66 eV/Å

Cartesian coordinates (Å):
C: -0.678 2.899 2.626
C: 0.678 2.624 1.976
C: 1.096 3.779 1.063
C: 0.695 1.221 1.321
C: 0.598 1.200 -0.207
C: 1.910 0.395 1.751
O: 2.064 0.323 3.149
Ga: 3.753 0.878 3.746
F: 3.901 2.661 3.320
H: -0.911 2.114 3.350
H: -0.670 3.859 3.153
H: -1.475 2.944 1.871
H: 1.423 2.597 2.775
H: 0.574 3.786 0.103
H: 0.853 4.727 1.557
H: 2.178 3.781 0.912
H: -0.180 0.666 1.692
H: 0.298 0.206 -0.549
H: -0.157 1.900 -0.573
H: 1.568 1.436 -0.655
H: 1.775 -0.629 1.377
H: 2.820 0.785 1.256
H: 3.839 0.712 5.318
H: 4.888 0.114 2.881
C: 8.843 0.401 4.987
C: 7.503 -0.083 5.282
N: 6.449 -0.483 5.498
H: 9.575 -0.326 5.335
H: 8.959 0.534 3.913
H: 9.013 1.356 5.483
C: 7.180 -4.333 5.381
C: 8.373 -3.720 4.817
N: 9.278 -3.171 4.374
H: 6.534 -3.549 5.775
H: 6.644 -4.880 4.608
H: 7.455 -5.017 6.182
C: -5.060 2.260 -0.568
C: -4.274 3.421 -0.176
N: -3.655 4.337 0.135
H: -4.412 1.493 -0.987
H: -5.581 1.847 0.294
H: -5.799 2.560 -1.310
C: -6.061 -0.113 -3.525
C: -6.776 -0.174 -2.257
N: -7.341 -0.224 -1.259
H: -5.036 -0.458 -3.396
H: -6.561 -0.739 -4.259
H: -6.041 0.910 -3.898
C: -6.757 -4.122 -5.789
C: -6.027 -2.874 -5.963
N: -5.454 -1.885 -6.075
H: -6.183 -4.798 -5.158
H: -7.718 -3.924 -5.316
H: -6.925 -4.592 -6.756
C: -5.423 0.525 -9.039
C: -5.517 1.057 -7.689
N: -5.594 1.472 -6.622
H: -4.470 0.015 -9.166
H: -6.230 -0.185 -9.211
H: -5.496 1.334 -9.764
C: -2.911 -1.735 0.402
C: -2.662 -0.574 -0.439
N: -2.445 0.332 -1.110
H: -3.921 -2.104 0.235
H: -2.191 -2.517 0.165
H: -2.796 -1.458 1.448
C: 5.258 -1.835 0.509
C: 3.863 -2.112 0.201
N: 2.746 -2.325 0.044
H: 5.358 -0.789 0.797
H: 5.572 -2.446 1.352
H: 5.885 -2.053 -0.355

***

4.
# C6H9O2

A 2-piece molecular cluster, C6H9O2 overall (ωB97M-V with the def2-TZVPD basis set, the OMol25 dataset).

Properties
Gap between HOMO and LUMO: 7.8 eV
Total charge: -1
Lowest unoccupied orbital energy: 3.769 eV
Max |F|: 0.55 eV/Å

Cartesian coordinates (Å):
C: 0.089 1.897 -0.415
C: -0.874 1.384 0.341
C: -2.280 1.315 -0.064
C: -3.255 0.842 0.704
H: -0.192 2.456 -1.302
H: 1.123 1.596 -0.280
H: -0.642 0.897 1.282
H: -2.480 1.606 -1.095
H: -4.272 0.787 0.342
H: -3.058 0.471 1.701
O: 1.342 -0.970 -1.459
C: 2.031 -1.072 -0.424
O: 2.458 -0.156 0.322
C: 2.422 -2.510 0.011
H: 2.614 -2.512 1.084
H: 1.637 -3.219 -0.242
H: 3.335 -2.812 -0.506

***

5.
# C16H18N4O5

One molecule with the formula C16H18N4O5 in a non-equilibrium geometry (ωB97M-V with the def2-TZVPD basis set, the OMol25 dataset).

Properties
Gap between HOMO and LUMO: 8.5 eV
Lowest unoccupied orbital energy: -0.310 eV
SMILES: O=C(O)c1cccc(/C=N/OCCCNCc2cc(=O)[nH]c(=O)[nH]2)c1
Max |F|: 3.74 eV/Å

Cartesian coordinates (Å):
O: -1.565 -0.054 2.316
O: -3.755 -4.459 -2.129
O: -3.925 -0.627 0.224
N: 2.718 0.971 0.203
O: -3.203 1.506 2.425
O: 3.844 0.579 -0.605
C: -1.924 1.118 2.255
C: -3.177 -3.618 -1.448
C: -3.270 -1.572 -0.254
C: -1.773 -3.662 -1.232
C: -1.130 -2.629 -0.558
C: 2.751 2.130 0.818
C: 0.092 4.361 2.417
C: -1.002 3.459 2.461
C: 1.290 3.930 1.825
C: 0.405 1.693 1.633
C: -0.840 2.104 2.086
C: 1.485 2.596 1.389
N: -3.880 -2.531 -1.005
N: -1.924 -1.606 -0.046
N: 0.799 -1.161 -0.627
C: 0.369 -2.566 -0.381
C: 3.467 0.426 -1.977
C: 1.098 -0.714 -1.994
C: 2.620 -0.846 -2.273
H: -3.737 0.690 2.445
H: -1.225 -4.488 -1.578
H: 3.630 2.777 0.764
H: 0.003 5.393 2.749
H: -1.959 3.831 2.780
H: 2.077 4.666 1.723
H: 0.568 0.624 1.413
H: -4.903 -2.447 -1.123
H: -1.497 -0.828 0.476
H: 1.581 -0.902 0.009
H: 0.610 -2.848 0.636
H: 0.910 -3.231 -1.045
H: 4.349 0.411 -2.643
H: 2.909 1.313 -2.282
H: 0.822 0.320 -2.148
H: 0.526 -1.352 -2.696
H: 3.014 -1.688 -1.676
H: 2.755 -1.069 -3.329

***

6.
# C3H7N3

An isolated ion of composition C3H7N3 and charge +2 in a non-equilibrium geometry (ωB97M-V with the def2-TZVPD basis set, the OMol25 dataset).

Properties
Gap between HOMO and LUMO (alpha / beta): 8.6 / 8.6 eV
Total charge: +2
Lowest unoccupied orbital energy (alpha / beta): -11.002 / -11.002 eV
Max |F|: 5.37 eV/Å

Cartesian coordinates (Å):
C: 1.104 1.082 -0.013
C: -1.035 0.036 0.358
C: 1.006 -1.244 -0.066
N: -0.244 1.030 -0.006
N: 1.702 -0.073 0.137
N: -2.228 -0.386 0.028
H: 1.625 2.137 -0.153
H: 1.353 -1.948 0.602
H: 0.251 -1.303 -0.871
H: -0.776 1.884 -0.201
H: 2.626 -0.133 0.536
H: -2.624 -1.286 0.257
H: -2.760 0.205 -0.608

***

7.
# C7H16OSi

A 2-piece molecular cluster, C7H16OSi overall in a non-equilibrium geometry (ωB97M-V with the def2-TZVPD basis set, the OMol25 dataset).

Properties
Gap between HOMO and LUMO (alpha / beta): 9.1 / 6.5 eV
Lowest unoccupied orbital energy (alpha / beta): -0.160 / -0.288 eV
Max |F|: 4.21 eV/Å

Cartesian coordinates (Å):
C: -0.972 -2.866 3.324
C: -1.451 -2.561 2.163
C: 1.045 1.436 1.381
C: 0.386 2.920 -0.432
C: -1.166 0.177 -3.412
C: 0.690 -1.661 -0.261
C: 0.844 1.465 -0.100
O: -0.069 0.185 -2.456
Si: -0.096 0.029 -0.828
H: -1.392 -3.382 4.120
H: 0.056 -2.394 3.457
H: -2.378 -2.937 1.671
H: 1.503 0.501 1.649
H: 1.843 2.167 1.606
H: 0.297 1.504 2.069
H: 0.176 2.728 -1.546
H: 1.203 3.622 -0.182
H: -0.611 3.197 0.057
H: -0.593 0.106 -4.426
H: -1.862 1.065 -3.327
H: -1.794 -0.647 -3.186
H: 0.288 -2.105 0.659
H: 0.393 -2.272 -1.150
H: 1.800 -1.602 -0.369
H: 1.860 1.326 -0.480

***

8.
# C12H8ClN7O

One molecule with the formula C12H8ClN7O in a non-equilibrium geometry (ωB97M-V with the def2-TZVPD basis set, the OMol25 dataset).

Properties
Gap between HOMO and LUMO: 7.8 eV
Lowest unoccupied orbital energy: -1.220 eV
SMILES: Cn1ncc(C#N)c1NC(=O)c1nn2cccnc2c1Cl
Max |F|: 18.48 eV/Å

Cartesian coordinates (Å):
C: -0.645 -0.896 -2.169
N: -1.493 -0.337 -1.346
C: -1.889 -0.723 -0.174
C: -2.954 0.041 0.312
C: -3.702 -0.190 1.382
N: -4.381 -0.169 2.563
C: -3.173 0.950 -0.486
N: -2.281 0.839 -1.762
H: -3.757 1.975 -0.757
N: -1.541 -2.050 0.372
C: -0.337 -2.125 0.692
O: -0.076 -3.341 0.927
C: 0.708 -1.391 0.444
N: 0.326 0.150 0.783
N: 1.384 0.775 0.537
C: 1.419 2.099 0.922
C: 2.759 2.535 0.723
C: 3.796 1.804 0.493
N: 3.843 0.673 0.222
C: 2.506 0.067 0.529
C: 2.023 -1.303 0.257
Cl: 2.870 -2.596 0.196
H: 4.819 2.388 0.361
H: 2.788 3.812 0.941
H: 0.572 2.838 0.749
H: -2.184 -2.653 0.691
H: -0.641 -2.160 -2.116
H: -0.981 -0.501 -3.299
H: 0.221 -0.512 -1.987

***

Which value of max |F| does entry 5 give? 3.74 eV/Å

***

Which formula does entry 6 have? C3H7N3

***

Which formula does entry 5 have? C16H18N4O5